No. 1
Computed, not measured: a structure of composition C30H19N9S2W, with wB97M-V/def2-TZVPD.

Last column: Löwdin spin population.
Positions of all 61 atoms, in Å:
1 W -0.168644 -0.345188 -0.771715  1.376
2 N -2.122683 2.014587 2.381948  -0.001
3 C -1.376424 1.125875 1.764634  0.012
4 N -0.957870 1.250983 0.522990  0.016
5 C -1.345994 2.381658 -0.218247  -0.006
6 N -0.919040 2.537442 -1.424301  -0.002
7 N -0.121362 1.471963 -1.804096  -0.014
8 C 0.668447 1.672822 -2.809548  0.132
9 C 1.633112 0.621352 -3.041895  0.009
10 C 2.567852 0.630408 -4.066323  0.031
11 C 3.486959 -0.402817 -4.134698  0.016
12 C 3.452251 -1.407220 -3.178359  0.024
13 C 2.486738 -1.363051 -2.191231  0.031
14 N 1.594553 -0.366990 -2.115970  0.031
15 C -2.205672 3.368805 0.412360  -0.002
16 C -2.670441 4.498649 -0.267274  0.000
17 C -3.490518 5.395330 0.381671  0.000
18 C -3.858997 5.181973 1.712232  -0.001
19 C -3.413201 4.071083 2.399504  0.001
20 C -2.588958 3.171844 1.736469  -0.002
21 H -2.402055 1.839357 3.337323  0.000
22 H -1.100836 0.236367 2.318378  0.001
23 H 0.633168 2.593566 -3.378114  0.006
24 H 2.560259 1.433548 -4.790116  0.001
25 H 4.222569 -0.426878 -4.927184  0.000
26 H 4.154067 -2.228456 -3.198324  0.001
27 H 2.401605 -2.146822 -1.449217  0.002
28 H -2.380695 4.648189 -1.297522  0.000
29 H -3.853507 6.268341 -0.142104  0.000
30 H -4.504328 5.891258 2.211968  0.000
31 H -3.703227 3.900802 3.428589  0.000
32 C 3.426314 1.241334 1.426526  0.000
33 C 2.330165 1.080950 0.579563  0.017
34 N 1.564445 -0.002964 0.605889  0.009
35 C 1.858345 -0.982328 1.495929  0.006
36 C 2.940411 -0.910798 2.379427  0.001
37 C 3.736533 0.246414 2.323210  0.013
38 C 3.173060 -2.003815 3.279179  -0.003
39 C 2.361725 -3.084239 3.279517  -0.001
40 C 1.242676 -3.172475 2.384450  0.000
41 C 0.359653 -4.267954 2.336789  0.025
42 C -0.680571 -4.251906 1.443262  -0.002
43 C -0.847539 -3.154257 0.594165  0.028
44 N -0.031487 -2.105399 0.613721  0.018
45 C 0.999337 -2.120961 1.499414  0.010
46 H 4.016577 2.144031 1.362024  0.000
47 H 2.067088 1.847945 -0.138536  0.002
48 H 4.586649 0.347248 2.986387  0.001
49 H 4.014035 -1.944160 3.957423  0.000
50 H 2.541285 -3.907485 3.958635  0.000
51 H 0.508633 -5.109763 3.001299  0.001
52 H -1.379022 -5.073615 1.374148  -0.001
53 H -1.660717 -3.127824 -0.116646  0.002
54 S -0.545538 -1.889964 -2.590004  0.081
55 C -2.196630 -2.432565 -2.510505  0.021
56 C -2.558490 -3.518402 -3.366087  0.001
57 N -2.842219 -4.386663 -4.062514  0.004
58 C -3.079062 -1.822288 -1.693763  0.025
59 S -2.564225 -0.487156 -0.700110  0.072
60 C -4.452956 -2.199614 -1.598836  0.001
61 N -5.565577 -2.470137 -1.505758  0.007

Forces on the atoms, in the same order (eV/Å):
0.370 -0.218 0.192
0.013 -0.006 -0.011
0.021 -0.039 0.010
-0.059 0.189 -0.004
-0.030 0.037 0.129
0.096 -0.173 -0.049
-0.171 0.498 -0.174
0.050 -0.173 0.016
0.008 0.037 -0.039
-0.074 0.007 0.064
0.043 0.015 -0.068
-0.001 -0.055 0.048
-0.011 0.069 -0.051
0.074 -0.138 0.059
0.007 0.006 -0.057
0.012 -0.024 0.004
-0.002 0.004 -0.002
-0.010 0.012 0.005
0.017 -0.008 -0.026
-0.027 0.007 0.052
-0.006 0.008 0.002
-0.009 -0.005 -0.005
0.003 0.030 0.036
0.014 -0.006 -0.010
-0.001 0.002 0.002
0.006 0.007 -0.011
-0.002 0.003 0.006
0.000 0.001 0.000
-0.003 0.002 0.007
-0.001 0.002 -0.005
0.003 -0.006 0.002
-0.007 0.011 -0.017
0.016 0.002 0.018
-0.109 0.020 -0.030
0.015 -0.008 0.001
-0.038 0.057 -0.060
0.005 -0.020 0.023
0.005 -0.044 0.028
0.034 0.008 0.026
-0.058 0.039 -0.067
0.020 -0.007 0.022
-0.028 0.002 -0.026
0.035 0.006 0.046
-0.016 -0.053 -0.107
0.020 -0.010 0.030
0.003 -0.002 0.002
-0.003 -0.003 -0.001
-0.001 -0.002 0.001
-0.001 -0.006 0.002
0.009 0.005 0.004
-0.002 -0.001 -0.001
0.008 -0.006 0.012
0.014 -0.010 0.015
-0.093 -0.026 0.001
-0.007 0.023 0.036
-0.080 0.050 -0.052
0.046 -0.036 0.021
0.079 0.011 -0.014
-0.167 -0.101 0.004
-0.038 0.042 -0.084
0.010 -0.027 0.050

Computed properties:
Lowest unoccupied orbital energy (spin up / spin down)   -6.68 / -7.44 eV
HOMO (spin up / spin down)   -0.4766 / -0.5020 Ha
DFT total energy   -2510.50171 hartree
Total charge   +2
Multiplicity   3

***

No. 2
Computed, not measured: a cluster of 7 separate species, C36H66BF4N12 in total at a distorted geometry, with wB97M-V/def2-TZVPD.

Last column: Mulliken charge in e.
Positions of all 119 atoms, in Å:
1 C -2.963967 -0.171193 4.746451  -0.768
2 C -3.819782 -1.130286 3.889590  -0.571
3 N -3.080755 -2.138150 3.106156  0.219
4 C -2.085123 -2.990413 3.530426  -0.443
5 C -1.769376 -3.738939 2.421676  -0.589
6 N -2.409437 -3.219447 1.339013  0.362
7 C -3.190684 -2.221013 1.791494  -0.322
8 C -2.378439 -3.717186 -0.019407  -0.849
9 H -2.542224 0.587975 4.094672  -0.089
10 H -2.250719 -0.682351 5.387098  0.389
11 H -3.691083 0.306123 5.404093  0.431
12 H -4.427500 -0.536972 3.209399  0.353
13 H -4.534573 -1.661850 4.516587  0.312
14 H -1.810059 -2.991987 4.570259  0.552
15 H -1.056008 -4.542342 2.343737  0.502
16 H -3.832606 -1.704844 1.098977  0.499
17 H -2.002527 -4.733384 -0.105536  0.362
18 H -1.628180 -3.116649 -0.543594  0.201
19 H -3.333904 -3.620431 -0.524787  0.330
20 C 1.937331 3.499278 -1.403592  -1.085
21 C 1.954523 4.183641 -0.037741  -0.655
22 N 0.680579 4.109389 0.676746  0.344
23 C 0.150404 5.094488 1.476278  -0.347
24 C -1.058551 4.673119 1.917106  -0.496
25 N -1.271545 3.445253 1.364596  0.306
26 C -0.240646 3.111487 0.578351  -0.460
27 C -2.379366 2.560370 1.696317  -0.918
28 H 1.850027 2.416351 -1.303290  0.217
29 H 2.856924 3.679024 -1.956646  0.601
30 H 1.122529 3.918408 -1.995027  0.415
31 H 2.163687 5.247272 -0.148939  0.461
32 H 2.716362 3.786720 0.633918  0.250
33 H 0.637947 6.036941 1.667351  0.516
34 H -1.700130 5.103126 2.668262  0.494
35 H -0.231309 2.231984 -0.045101  0.379
36 H -2.052169 1.566977 1.380417  0.188
37 H -3.212304 2.782943 1.025290  0.391
38 H -2.692655 2.615455 2.731538  0.392
39 C 0.376289 1.355382 4.696832  -1.050
40 C 1.612417 1.580211 3.790182  0.096
41 N 2.789342 0.920773 4.345678  0.322
42 C 3.917480 1.569748 4.867896  -0.272
43 C 4.769935 0.614600 5.294988  -0.641
44 N 4.237450 -0.608837 4.945753  0.222
45 C 3.031009 -0.377559 4.409604  -0.306
46 C 4.743023 -1.920015 5.322457  -0.816
47 H 0.067010 0.325210 4.535113  0.263
48 H -0.368207 2.106832 4.447078  0.361
49 H 0.672532 1.478632 5.737184  0.405
50 H 1.837867 2.634286 3.623173  0.267
51 H 1.406616 1.258985 2.769539  -0.292
52 H 3.846331 2.633992 5.015401  0.506
53 H 5.690776 0.650629 5.853971  0.488
54 H 2.310277 -1.142693 4.169396  0.496
55 H 5.556313 -1.883852 6.041075  0.343
56 H 5.076332 -2.445779 4.426473  0.293
57 H 3.979371 -2.572875 5.745281  0.357
58 C 2.127533 2.923573 -4.975802  -0.680
59 C 0.774736 2.369998 -5.467680  -0.460
60 N 0.520419 1.041056 -4.979139  0.221
61 C 0.569529 0.634833 -3.676778  -0.830
62 C 0.429093 -0.723393 -3.612302  -0.982
63 N 0.344404 -1.119629 -4.934016  0.178
64 C 0.399105 -0.063783 -5.739714  -0.083
65 C 0.235570 -2.507746 -5.384646  -0.839
66 H 2.382478 3.849332 -5.492358  0.399
67 H 2.899299 2.160377 -5.012062  0.378
68 H 2.045128 3.347322 -3.971810  -0.142
69 H 0.716907 2.390841 -6.553829  0.392
70 H -0.038402 2.998468 -5.096397  0.285
71 H 0.600487 1.354260 -2.877307  0.553
72 H 0.224319 -1.407057 -2.807024  1.080
73 H 0.500395 -0.031311 -6.813467  0.455
74 H -0.740730 -2.892185 -5.090397  0.329
75 H 1.017384 -3.091817 -4.905662  0.348
76 H 0.313029 -2.606942 -6.463485  0.351
77 C 7.091491 -0.536660 0.465419  -1.137
78 C 5.998342 -1.046774 -0.482645  -0.289
79 N 5.380766 -2.290737 0.023370  0.262
80 C 6.044866 -3.389675 0.533600  -0.314
81 C 5.093964 -4.209533 1.032450  -0.486
82 N 3.873728 -3.729578 0.685784  0.223
83 C 4.056583 -2.546278 0.076950  -0.289
84 C 2.583677 -4.375477 0.918549  -0.721
85 H 7.858160 -1.290306 0.611078  0.397
86 H 6.665617 -0.229086 1.421810  0.266
87 H 7.496879 0.383002 0.046951  0.380
88 H 6.366146 -1.230175 -1.491518  0.306
89 H 5.154420 -0.366590 -0.599276  0.243
90 H 7.120005 -3.351886 0.560054  0.436
91 H 5.282158 -5.077741 1.644542  0.465
92 H 3.296209 -1.836769 -0.203611  0.262
93 H 2.006187 -4.514970 0.010590  0.266
94 H 2.087919 -3.763445 1.669432  0.279
95 H 2.735239 -5.382008 1.304005  0.354
96 C -8.823614 0.313692 -2.912265  -1.075
97 C -8.126498 0.571294 -4.250104  -0.526
98 N -6.671272 0.738968 -4.094356  0.158
99 C -5.998166 1.961048 -4.104938  -0.532
100 C -4.696288 1.701956 -3.891196  -0.362
101 N -4.628351 0.419515 -3.356178  0.277
102 C -5.841608 -0.137668 -3.528092  -0.057
103 C -3.406426 -0.253973 -2.922660  -0.948
104 H -8.706850 1.222673 -2.318870  0.322
105 H -8.389739 -0.543327 -2.400167  0.353
106 H -9.887191 0.116963 -3.022836  0.385
107 H -8.485953 1.365560 -4.900144  0.389
108 H -8.265604 -0.312926 -4.879655  0.325
109 H -6.488539 2.838648 -4.495240  0.406
110 H -3.870801 2.374835 -4.048992  0.463
111 H -6.022194 -1.178149 -3.312631  0.415
112 H -2.649414 -0.031448 -3.675812  0.333
113 H -3.546060 -1.332438 -2.985169  0.333
114 H -3.034632 0.017757 -1.937298  0.332
115 B 0.402784 -0.754353 0.312854  0.376
116 F 0.936563 -0.646017 1.618174  -0.139
117 F 0.795619 -2.026789 -0.169291  -0.355
118 F -1.008912 -0.661136 0.293665  -0.239
119 F 0.923236 0.177269 -0.611694  -0.405

Forces on the atoms, in the same order (eV/Å):
-1.110 -0.566 -0.491
-0.075 0.159 0.880
0.390 1.563 -0.523
-0.959 -0.513 -0.769
1.270 0.144 1.015
-1.053 0.130 1.199
0.074 -1.268 -1.052
1.132 0.529 -0.982
0.475 -0.023 0.193
0.207 0.070 -0.155
0.167 0.177 0.075
0.100 -0.152 -0.246
0.138 -0.155 0.072
0.140 -0.413 -0.058
-0.117 -0.050 -0.074
-0.222 0.320 0.470
-0.363 -0.151 0.518
-0.192 0.070 -0.118
-0.146 -0.091 0.269
-0.113 0.021 0.432
0.611 0.346 -0.194
-1.661 -0.861 -0.659
0.195 0.240 0.097
0.389 0.097 0.397
0.198 -0.273 0.268
0.370 1.169 0.663
-0.282 -0.557 -1.622
-0.182 0.002 -0.011
0.118 0.206 0.262
-0.085 -0.137 -0.041
0.035 -0.031 -0.056
0.074 -0.120 -0.163
0.196 -0.124 -0.016
-0.180 0.075 -0.221
0.415 -0.089 0.125
-0.085 -0.157 0.572
-0.156 0.260 0.357
0.243 0.102 0.074
1.359 0.149 -0.490
-0.885 0.468 -0.097
1.528 0.196 -0.155
-1.264 0.171 0.219
0.499 -0.290 -0.061
-1.194 0.684 0.511
-0.167 -0.740 0.069
0.153 -1.191 -0.449
-0.509 0.116 0.084
-0.310 -0.281 0.021
-0.160 0.085 0.058
0.248 0.063 0.706
0.178 -0.665 0.148
0.491 0.020 -0.041
0.053 0.257 -0.151
0.131 -0.016 -0.245
0.021 0.426 -0.084
0.291 0.187 0.023
-0.263 0.463 0.161
-0.716 0.566 0.365
0.310 1.645 0.141
0.282 -1.978 -0.343
-0.524 0.062 1.037
-0.340 0.885 -1.061
-0.064 -0.321 -0.646
0.599 0.758 0.602
-0.310 -0.416 0.240
0.197 -0.451 -0.709
0.224 0.211 -0.177
-0.098 -0.707 0.181
0.001 -0.297 0.000
0.050 0.082 -0.151
0.156 -0.079 0.022
0.416 0.056 0.153
-0.246 -0.340 -0.028
0.063 -0.059 0.021
0.006 -0.014 -0.081
0.142 0.293 -0.007
-0.894 0.335 -0.344
-0.133 -0.089 0.015
-1.097 -0.834 -0.277
0.001 1.490 0.260
1.205 -1.155 0.127
-0.173 0.725 -0.617
0.991 0.304 0.365
0.020 -0.189 0.636
0.228 0.216 -0.006
-0.021 -0.312 0.101
0.349 -0.218 -0.152
0.232 -0.134 0.089
0.180 0.264 0.154
-0.020 -0.504 0.213
-0.406 -0.252 -0.312
-0.205 -0.238 -0.145
0.058 0.517 -0.110
-0.483 -0.202 -0.216
0.309 0.133 0.170
0.238 1.036 -0.195
-0.498 -1.629 -0.690
0.560 0.666 2.113
-0.615 -0.555 -2.079
-0.014 0.448 1.334
-0.302 0.120 -0.888
0.527 -0.175 -0.345
0.159 -0.422 -0.933
-0.138 -0.211 0.349
0.090 0.026 0.000
0.013 0.069 -0.253
-0.081 0.401 0.552
0.190 -0.029 0.008
0.090 0.023 0.012
0.177 -0.174 0.412
-0.321 0.058 0.006
0.135 0.111 0.185
-0.184 0.026 0.200
-0.336 0.243 0.036
0.272 -1.019 -0.315
-0.364 0.537 -0.469
-0.222 -0.137 -0.051
0.196 0.240 0.290
-0.019 0.538 0.498

Computed properties:
Lowest unoccupied orbital energy   -10.09 eV
HOMO   -0.7383 Ha
DFT total energy   -2491.27145 hartree
Total charge   +5

***

No. 3
Computed, not measured: a structure of composition CH8FFeO7 at a distorted geometry, with wB97M-V/def2-TZVPD.

Last column: Löwdin spin population.
Positions of all 18 atoms, in Å:
1 Fe -0.235608 -0.178198 0.475648  3.706
2 F 1.699574 -0.010751 1.501403  0.055
3 C -0.524464 -1.177679 -1.869407  0.009
4 O -1.423952 -0.768489 -1.155408  0.068
5 O 0.565718 -1.044115 -1.336007  0.053
6 O -0.657219 -1.640864 -3.041491  0.015
7 O 0.125106 1.721582 -0.404730  0.024
8 H 0.081050 2.660320 -0.222885  0.004
9 H 0.051862 1.657902 -1.356993  0.001
10 O -1.332921 1.089977 1.873609  0.027
11 H -0.915483 1.119900 2.734472  0.002
12 H -2.264515 1.215604 2.054131  0.003
13 O 2.656857 0.709186 -1.742317  0.000
14 H 1.889968 0.182781 -1.516448  0.000
15 H 3.021159 0.976859 -0.898595  0.000
16 O -0.809717 -1.890504 1.383700  0.026
17 H -0.244545 -2.545698 1.793006  0.003
18 H -1.682870 -2.077812 1.728312  0.003

Forces on the atoms, in the same order (eV/Å):
2.050 -0.247 -1.565
-1.695 0.004 -0.175
0.201 -2.240 -6.000
-6.747 2.486 3.966
6.773 0.504 2.733
-0.520 0.067 0.480
-0.066 0.748 -0.287
0.010 0.086 0.352
0.175 -0.401 -0.518
-0.309 0.339 0.435
0.491 -0.055 0.259
-0.353 -0.072 -0.225
0.919 0.953 -0.501
-0.745 -1.078 0.066
-0.066 -0.080 0.311
-0.343 -1.046 0.951
0.578 -0.068 -0.105
-0.356 0.099 -0.177

Computed properties:
Lowest unoccupied orbital energy (spin up / spin down)   2.07 / 2.05 eV
HOMO (spin up / spin down)   -0.1074 / -0.1161 Ha
DFT total energy   -1933.24713 hartree
Total charge   -1
Multiplicity   5